## a
The molecule C6H11N. Source: the Open Molecules 2025 dataset; level of theory: ωB97M-V/def2-TZVPD.

Properties
Net charge   0
SMILES   C=CNC/C=C/C

CARTESIAN COORDINATES (ANGSTROEM)
1 C 2.947 -0.675 -0.309
2 C 1.749 -0.017 -0.300
3 N 1.391 1.316 -0.204
4 C -0.035 1.692 -0.001
5 C -0.856 0.499 0.468
6 C -1.877 -0.052 -0.187
7 C -2.337 -1.437 0.159
8 H 3.870 -0.219 -0.645
9 H 2.993 -1.705 0.024
10 H 0.958 -0.705 -0.527
11 H 2.054 1.811 0.369
12 H -0.035 2.389 0.828
13 H -0.462 1.976 -0.950
14 H -0.658 0.237 1.507
15 H -2.397 0.429 -1.014
16 H -3.395 -1.661 -0.090
17 H -1.710 -2.180 -0.350
18 H -2.202 -1.697 1.223



## b
The molecule C6H11N. Source: the Open Molecules 2025 dataset; level of theory: ωB97M-V/def2-TZVPD.

Properties
Net charge   0
SMILES   CCC(C#N)CC

CARTESIAN COORDINATES (ANGSTROEM)
1 C -2.523 0.007 0.438
2 C -1.338 -0.288 -0.474
3 C 0.007 0.276 0.057
4 C 0.291 1.493 -0.722
5 N 0.429 2.410 -1.415
6 C 1.171 -0.729 -0.031
7 C 2.534 -0.132 0.313
8 H -3.463 -0.264 -0.053
9 H -2.573 1.073 0.686
10 H -2.456 -0.557 1.375
11 H -1.237 -1.368 -0.631
12 H -1.523 0.152 -1.458
13 H -0.107 0.577 1.109
14 H 0.936 -1.556 0.652
15 H 1.194 -1.157 -1.041
16 H 2.552 0.272 1.333
17 H 3.321 -0.890 0.238
18 H 2.784 0.683 -0.377



## c
The molecule C6H11N. Source: the Open Molecules 2025 dataset; level of theory: ωB97M-V/def2-TZVPD.

Properties
Net charge   0
SMILES   C/C=C/C=C/NC

CARTESIAN COORDINATES (ANGSTROEM)
1 C -1.662 1.645 -2.339
2 C -0.592 0.923 -1.606
3 C -0.688 -0.318 -1.117
4 C 0.271 -0.817 -0.125
5 C 0.004 -1.476 1.019
6 N 0.821 -1.361 2.162
7 C 1.532 -0.115 2.439
8 H -1.287 2.098 -3.264
9 H -1.989 2.475 -1.714
10 H -2.548 1.093 -2.655
11 H 0.356 1.426 -1.428
12 H -1.381 -0.968 -1.656
13 H 1.317 -0.690 -0.414
14 H -0.692 -2.314 1.018
15 H 1.367 -2.205 2.272
16 H 2.409 -0.329 3.036
17 H 1.877 0.291 1.504
18 H 0.884 0.642 2.866



## d
The molecule C6H11N. Source: the Open Molecules 2025 dataset; level of theory: ωB97M-V/def2-TZVPD.

Properties
Net charge   0
SMILES   CC1=CC[C@]1(C)N

CARTESIAN COORDINATES (ANGSTROEM)
1 C 1.621 1.390 0.269
2 C 0.230 0.879 0.169
3 C -0.987 1.428 0.156
4 C -1.744 0.140 0.127
5 C -0.276 -0.546 0.070
6 C -0.007 -1.223 -1.268
7 N 0.024 -1.409 1.190
8 H 2.215 1.046 -0.578
9 H 2.103 1.032 1.181
10 H 1.624 2.478 0.283
11 H -1.334 2.447 0.136
12 H -2.249 -0.125 1.052
13 H -2.395 -0.028 -0.729
14 H 1.046 -1.496 -1.346
15 H -0.256 -0.553 -2.087
16 H -0.608 -2.127 -1.360
17 H 0.308 -2.337 0.902
18 H 0.686 -0.997 1.834



Most stable one: b, least stable one: c.



## a
The molecule C6H11N. Source: the Open Molecules 2025 dataset; level of theory: ωB97M-V/def2-TZVPD.

Properties
Net charge   0
SMILES   CCC1=N[C@H]1CC

CARTESIAN COORDINATES (ANGSTROEM)
1 C -1.358 -0.622 1.501
2 C -0.972 -1.831 0.644
3 C 0.184 -1.330 -0.104
4 N 1.143 -1.397 -0.897
5 C 0.747 -0.043 0.043
6 C 0.253 1.190 -0.676
7 C 1.404 1.578 -1.590
8 H -0.614 -0.304 2.247
9 H -1.716 0.258 0.944
10 H -2.189 -1.043 2.027
11 H -0.712 -2.685 1.284
12 H -1.806 -2.125 -0.003
13 H 1.396 0.152 0.900
14 H 0.017 2.007 0.031
15 H -0.670 0.991 -1.245
16 H 1.181 2.437 -2.221
17 H 1.639 0.702 -2.205
18 H 2.287 1.792 -0.975



## b
The molecule C6H11N. Source: the Open Molecules 2025 dataset; level of theory: ωB97M-V/def2-TZVPD.

Properties
Net charge   0
SMILES   C=CNC/C=C/C

CARTESIAN COORDINATES (ANGSTROEM)
1 C 2.842 0.513 1.790
2 C 1.916 0.792 0.852
3 N 0.685 0.208 0.710
4 C -0.556 0.952 0.448
5 C -1.534 0.107 -0.330
6 C -1.206 -0.593 -1.403
7 C -1.952 -1.744 -1.993
8 H 2.509 -0.014 2.682
9 H 3.867 0.338 1.491
10 H 2.079 1.527 0.060
11 H 0.495 -0.585 1.310
12 H -0.956 1.273 1.405
13 H -0.270 1.838 -0.128
14 H -2.492 -0.063 0.155
15 H -0.190 -0.518 -1.784
16 H -2.742 -2.113 -1.336
17 H -2.286 -1.595 -3.018
18 H -1.300 -2.620 -2.056



Most stable one: b, least stable one: a.



## a
The molecule C6H11N. Source: the Open Molecules 2025 dataset; level of theory: ωB97M-V/def2-TZVPD.

Properties
Net charge   0
SMILES   CCC=C=NCC

CARTESIAN COORDINATES (ANGSTROEM)
1 C 2.732 0.077 0.818
2 C 1.234 0.314 0.907
3 C 0.555 -0.756 0.104
4 C 0.134 -0.552 -1.112
5 N -0.595 -0.242 -2.047
6 C -1.873 0.153 -1.488
7 C -2.146 0.099 0.013
8 H 3.299 0.806 1.397
9 H 3.033 0.130 -0.233
10 H 2.965 -0.931 1.177
11 H 0.888 0.277 1.950
12 H 0.973 1.315 0.535
13 H 0.365 -1.729 0.541
14 H -2.635 -0.470 -1.944
15 H -2.064 1.181 -1.779
16 H -2.120 -0.891 0.484
17 H -1.566 0.774 0.656
18 H -3.178 0.444 0.020



## b
The molecule C6H11N. Source: the Open Molecules 2025 dataset; level of theory: ωB97M-V/def2-TZVPD.

Properties
Net charge   0
SMILES   C=N/C=C/CCC

CARTESIAN COORDINATES (ANGSTROEM)
1 C -2.682 -2.413 1.140
2 N -2.225 -1.518 0.311
3 C -0.943 -0.951 0.550
4 C -0.542 0.155 -0.111
5 C 0.341 1.188 0.402
6 C 1.274 1.657 -0.716
7 C 2.113 0.471 -1.229
8 H -2.013 -2.821 1.941
9 H -3.744 -2.718 0.949
10 H -0.258 -1.326 1.407
11 H -1.083 0.357 -0.927
12 H 0.868 0.906 1.351
13 H -0.334 2.029 0.780
14 H 1.888 2.458 -0.405
15 H 0.681 2.051 -1.515
16 H 2.979 0.863 -1.673
17 H 2.114 -0.210 -0.329
18 H 1.567 -0.176 -1.927



## c
The molecule C6H11N. Source: the Open Molecules 2025 dataset; level of theory: ωB97M-V/def2-TZVPD.

Properties
Net charge   0
SMILES   CCC(C#N)CC

CARTESIAN COORDINATES (ANGSTROEM)
1 C -0.050 -2.040 1.704
2 C 0.625 -0.909 0.912
3 C -0.294 0.182 0.297
4 C -1.261 -0.390 -0.647
5 N -1.959 -0.718 -1.510
6 C 0.487 1.298 -0.473
7 C -0.076 1.807 -1.821
8 H 0.717 -2.739 2.064
9 H -0.751 -2.620 1.093
10 H -0.590 -1.683 2.589
11 H 1.339 -0.403 1.572
12 H 1.214 -1.362 0.107
13 H -0.871 0.634 1.115
14 H 0.587 2.163 0.188
15 H 1.500 0.933 -0.673
16 H -1.088 2.227 -1.748
17 H 0.580 2.603 -2.187
18 H -0.108 1.018 -2.583



## d
The molecule C6H11N. Source: the Open Molecules 2025 dataset; level of theory: ωB97M-V/def2-TZVPD.

Properties
Net charge   0
SMILES   CCC[C@@H](C)C#N

CARTESIAN COORDINATES (ANGSTROEM)
1 C 2.129 0.903 -1.314
2 C 1.275 -0.091 -0.535
3 C -0.205 0.299 -0.398
4 C -0.817 -0.246 0.907
5 C -2.339 -0.092 1.000
6 C -0.434 -1.660 1.068
7 N -0.100 -2.764 1.154
8 H 3.176 0.581 -1.318
9 H 1.804 1.001 -2.355
10 H 2.089 1.897 -0.852
11 H 1.340 -1.084 -0.996
12 H 1.705 -0.207 0.469
13 H -0.321 1.391 -0.390
14 H -0.784 -0.072 -1.253
15 H -0.354 0.297 1.742
16 H -2.621 0.958 0.871
17 H -2.837 -0.683 0.226
18 H -2.704 -0.429 1.975



Most stable one: d, least stable one: b.



## a
The molecule C6H11N. Source: the Open Molecules 2025 dataset; level of theory: ωB97M-V/def2-TZVPD.

Properties
Net charge   0
SMILES   C=CNC/C=C/C

CARTESIAN COORDINATES (ANGSTROEM)
1 C -2.108 -1.841 1.839
2 C -1.515 -1.161 0.903
3 N -0.259 -1.687 0.394
4 C 0.249 -1.137 -0.817
5 C 0.287 0.445 -0.700
6 C 1.402 1.221 -0.520
7 C 1.467 2.712 -0.800
8 H -1.691 -2.819 2.100
9 H -3.101 -1.486 2.203
10 H -1.787 -0.041 0.748
11 H 0.094 -2.316 1.124
12 H -0.480 -1.243 -1.712
13 H 1.207 -1.411 -0.903
14 H -0.664 0.779 -1.176
15 H 2.517 0.706 -0.325
16 H 1.845 3.017 -1.773
17 H 2.134 3.258 -0.120
18 H 0.402 3.004 -0.466



## b
The molecule C6H11N. Source: the Open Molecules 2025 dataset; level of theory: ωB97M-V/def2-TZVPD.

Properties
Net charge   0
SMILES   C=CNC/C=C/C

CARTESIAN COORDINATES (ANGSTROEM)
1 C -3.175 0.512 0.133
2 C -2.032 0.003 -0.275
3 N -1.210 -0.881 0.496
4 C -0.076 -1.572 -0.093
5 C 1.193 -0.772 0.211
6 C 1.636 0.338 -0.425
7 C 2.651 1.389 0.009
8 H -3.835 0.382 1.038
9 H -3.431 1.448 -0.368
10 H -1.610 0.552 -1.008
11 H -1.602 -1.504 1.253
12 H -0.058 -2.529 0.347
13 H -0.058 -1.756 -1.136
14 H 1.781 -1.252 1.046
15 H 1.046 0.653 -1.166
16 H 3.791 1.020 -0.046
17 H 2.620 2.046 -0.913
18 H 2.370 1.921 0.898



Most stable one: b, least stable one: a.